Record 1
{
  "formula": "C12H24FI2O6PS",
  "method": "ωB97M-V/def2-TZVPD",
  "symbols": ["C", "C", "I", "C", "I", "P", "C", "F", "S", "H", "H", "H", "H", "H", "H", "H", "H", "C", "C", "O", "C", "O", "O", "C", "H", "H", "H", "H", "H", "H", "H", "H", "C", "C", "O", "C", "O", "O", "C", "H", "H", "H", "H", "H", "H", "H", "H"],
  "coordinates": [[-4.2320, -0.3075, -0.2674], [-3.0464, -1.3484, -0.1622], [-3.0039, -3.1860, -1.3308], [-1.9951, -1.0985, 0.7131], [-0.3451, -2.5141, 0.9121], [-1.8747, 0.4259, 1.8295], [-0.2612, 0.8234, 2.6913], [-1.5068, 1.4547, 0.4899], [-2.4041, -0.8845, 3.5074], [-3.9386, 0.4894, -1.0038], [-4.3779, 0.1943, 0.7366], [-5.2205, -0.7926, -0.5174], [-3.0695, 1.1916, 2.0647], [0.4644, 1.3671, 2.0215], [-0.4662, 1.5143, 3.5672], [0.1806, -0.1194, 3.1107], [-3.4517, -0.3215, 4.2069], [-1.7781, 4.3133, -0.1851], [-1.0805, 5.1748, 0.8485], [-0.1821, 6.1028, 0.2266], [-0.7563, 7.1855, -0.3112], [-1.9323, 7.4418, -0.3046], [0.2047, 7.9250, -0.8799], [-0.2850, 9.0729, -1.5708], [-1.0481, 3.8294, -0.8371], [-2.3829, 3.5470, 0.2977], [-2.4292, 4.9128, -0.8247], [-0.4726, 4.5424, 1.4979], [-1.7965, 5.6988, 1.4861], [-0.9270, 9.6782, -0.9299], [-0.8208, 8.7661, -2.4706], [0.5746, 9.6738, -1.8655], [4.8448, -7.9551, -0.0101], [5.3237, -6.8268, -0.9026], [4.3453, -6.5084, -1.8999], [3.3176, -5.7617, -1.4782], [3.1597, -5.3383, -0.3621], [2.4818, -5.5864, -2.5088], [1.2927, -4.8756, -2.1684], [4.5475, -8.8185, -0.6100], [5.6317, -8.2587, 0.6830], [3.9716, -7.6550, 0.5719], [6.2207, -7.1418, -1.4378], [5.5879, -5.9393, -0.3233], [1.5222, -3.9307, -1.6747], [0.6570, -5.4961, -1.5339], [0.7565, -4.6602, -3.0919]]
}


Record 2
{
  "formula": "C8H18Si",
  "method": "ωB97M-V/def2-TZVPD",
  "symbols": ["C", "C", "C", "C", "C", "C", "C", "C", "Si", "H", "H", "H", "H", "H", "H", "H", "H", "H", "H", "H", "H", "H", "H", "H", "H", "H", "H"],
  "coordinates": [[0.9057, -2.0602, -0.4802], [0.5485, -1.9874, 0.9760], [0.4618, -0.7887, 0.0423], [3.3632, 0.0956, -0.3013], [-1.5222, 1.6568, 1.1277], [-2.6594, -0.9795, 0.2253], [-1.4664, 1.1006, -1.8281], [2.1239, 0.6775, 0.2933], [-1.2003, 0.2658, -0.1498], [2.0418, -2.2153, -0.5874], [0.1566, -2.5818, -1.1296], [-0.2305, -2.5695, 1.4038], [1.3877, -1.9146, 1.6186], [3.0061, -0.6001, -1.1440], [3.7946, -0.5556, 0.4706], [4.2758, 0.6712, -0.7954], [-2.5231, 2.1886, 0.7216], [-1.6947, 1.3646, 2.1422], [-0.6744, 2.3626, 1.1207], [-3.6298, -0.5513, 0.1760], [-2.5388, -1.8482, -0.2418], [-2.4050, -1.0335, 1.2385], [-1.0098, 0.5576, -2.7116], [-2.4867, 1.3900, -2.2456], [-0.8036, 1.9600, -1.7738], [1.7027, 1.5993, -0.2195], [2.1981, 0.6528, 1.3258]],
  "e_above_lowest_kcal_mol": 75.52
}


Record 3
{
  "formula": "CO5S2",
  "method": "ωB97M-V/def2-TZVPD",
  "symbols": ["C", "O", "O", "O", "O", "O", "S", "S"],
  "coordinates": [[-3.4427, -0.7803, 0.0067], [-2.3988, -0.5249, 0.3829], [-0.6115, 1.3668, -0.5079], [0.7943, -0.6922, -0.4573], [3.2320, -0.6528, 0.4351], [1.7146, 1.2527, 0.4066], [0.1515, 0.5868, 0.3801], [2.2995, -0.0599, -0.4737]],
  "e_above_lowest_kcal_mol": 3.84
}


Asked for orbital gap across the records above, the calculation gives 8.395, 9.438, 10.423 eV in order.
Asked for LUMO energy across the records above, the calculation gives -0.47, 0.94, -0.29 eV in order.
Asked for max |F| across the records above, the calculation gives 2.446, 4.730, 3.262 eV Å⁻¹ in order.